# 1
C26H29NOP2PrS as an isolated structure, computed with ωB97M-V/def2-TZVPD.

XYZ file:
```
61
Properties=species:S:1:pos:R:3:forces:R:3
C -1.215 3.426 -3.230 0.168 0.254 -0.072
C -1.097 2.088 -2.860 0.376 -0.358 0.400
C 0.211 1.574 -2.636 -0.439 -0.219 0.556
C 1.332 2.340 -2.930 0.152 0.331 -0.017
C 1.193 3.680 -3.285 -0.109 -0.225 -0.246
C -0.084 4.226 -3.420 -0.065 0.007 -0.009
C 2.713 1.721 -2.692 -3.818 -1.691 -2.864
C 2.675 0.200 -2.846 0.420 -0.084 0.009
C 1.496 -0.459 -2.525 -0.492 -0.423 0.219
C 1.401 -1.867 -2.646 -0.140 0.329 0.154
C 2.556 -2.576 -2.974 0.213 0.113 -0.002
C 3.764 -1.917 -3.214 0.002 0.022 0.000
C 3.824 -0.523 -3.158 -0.186 -0.068 -0.180
H -2.213 3.851 -3.373 0.347 -0.112 -0.032
H 2.094 4.276 -3.449 -0.354 -0.055 -0.042
H -0.200 5.276 -3.690 0.019 -0.290 0.074
H 3.386 2.119 -3.460 0.189 0.114 0.575
H 2.505 -3.665 -3.039 0.049 0.316 -0.040
H 4.659 -2.489 -3.455 -0.235 0.137 0.067
H 4.751 0.021 -3.353 -0.205 -0.292 -0.026
N 0.412 0.306 -2.007 0.196 -0.432 -3.644
Pr -0.161 0.289 -0.005 0.432 0.044 4.152
C -2.325 1.210 -2.693 -0.045 0.015 0.198
H -2.171 0.221 -3.155 0.001 0.354 0.092
H -3.203 1.691 -3.146 0.258 -0.159 -0.111
C 0.082 -2.575 -2.419 -0.008 -0.177 0.020
H -0.715 -2.126 -3.035 0.264 -0.150 0.095
H 0.166 -3.645 -2.657 0.041 0.269 -0.258
P -2.788 0.898 -0.907 -0.721 0.472 -1.423
P -0.495 -2.478 -0.661 0.474 -0.468 -0.731
C 0.686 -3.617 0.137 0.104 0.012 0.267
H 0.537 -3.591 1.223 0.004 -0.061 -0.288
H 0.519 -4.637 -0.237 0.107 0.226 0.081
H 1.715 -3.307 -0.083 -0.175 -0.089 0.013
C -2.004 -3.497 -0.726 -0.274 0.166 0.110
H -1.803 -4.419 -1.289 -0.071 0.259 0.168
H -2.310 -3.745 0.298 0.041 0.050 -0.237
H -2.814 -2.935 -1.210 0.158 -0.241 0.093
C -3.662 2.444 -0.500 0.025 0.213 0.547
H -4.706 2.388 -0.834 0.317 0.105 0.041
H -3.637 2.561 0.592 -0.195 0.147 -0.278
H -3.167 3.312 -0.954 -0.055 -0.214 0.121
C -4.161 -0.289 -1.099 -0.052 -0.438 0.429
H -4.107 -0.997 -0.261 -0.243 0.096 -0.237
H -5.120 0.244 -1.065 0.264 -0.255 -0.069
H -4.076 -0.847 -2.042 0.005 0.175 0.248
C 3.104 1.984 -1.337 0.857 0.422 -0.228
O 2.525 1.766 -0.293 0.407 0.200 -0.258
H 4.030 2.402 -1.729 1.946 0.973 3.343
S -1.340 -1.403 2.162 -0.946 0.068 -0.756
C 0.063 -0.778 2.925 0.689 0.696 0.354
C 1.065 -1.648 3.420 0.117 0.553 -0.333
C 2.295 -1.134 3.813 -0.187 0.158 0.133
C 2.535 0.248 3.778 -0.069 0.159 -0.085
C 1.526 1.128 3.373 0.264 -0.085 0.158
C 0.279 0.633 2.981 0.379 -0.715 -0.338
H 0.857 -2.718 3.445 0.106 0.263 -0.018
H 3.075 -1.814 4.157 -0.199 0.221 -0.065
H 3.507 0.638 4.086 -0.333 -0.116 -0.119
H 1.705 2.205 3.362 -0.015 -0.333 0.105
H -0.550 1.306 2.725 0.239 -0.187 0.186
```
Positions in Å, forces in eV/Å.

For the HOMO energy (alpha / beta), the calculation gives -9.953 / -9.975 eV. Its LUMO energy (alpha / beta) is -3.28 / -3.16 eV. For the total energy, the calculation gives -74446.52305 eV. The charge is +1. As for the expectation value of S²: 2.003. The value obtained for the energy above the lowest of the compared OMol25 structures with the same formula, charge and spin is 1.345 eV. The spin multiplicity is 3. The HOMO-LUMO gap (alpha / beta) comes out at 6.673 / 6.811 eV.

These are the Mulliken partial charges, in e, on atoms 1 to 5:
1. C -0.675
2. C -0.552
3. C 0.807
4. C -0.266
5. C -0.718

# 2
A 2-piece molecular cluster, C4H6N2O3 overall, computed with ωB97M-V/def2-TZVPD.

XYZ file:
```
15
Properties=species:S:1:pos:R:3:forces:R:3
C 0.362 0.599 1.321 -1.428 -0.780 -0.594
C 1.279 0.753 0.119 1.793 0.698 -1.378
C -0.595 -0.592 -0.539 -3.243 3.637 -1.574
C -0.343 0.888 0.068 -0.845 -0.371 -2.052
H 1.477 -0.684 1.998 -4.297 -1.643 -1.150
H 0.493 1.432 2.080 -0.520 -1.713 -0.281
H 2.097 1.553 -0.044 -1.859 -1.067 0.774
H 0.531 -2.099 -0.508 1.148 1.943 -1.247
H -2.676 -0.681 -0.764 2.715 -0.370 -0.006
H -1.743 1.780 -1.334 1.850 0.437 5.357
N 0.617 -1.094 -0.911 0.509 -5.226 -0.744
N -1.708 -1.093 -1.021 0.695 0.886 1.375
O -0.063 -0.912 1.500 6.501 3.674 4.206
O 1.872 -0.491 -0.527 -4.329 2.413 1.757
O -1.404 1.918 -0.188 1.311 -2.517 -4.444
```
Positions in Å, forces in eV/Å.

For the HOMO energy, the calculation gives -8.903 eV. Its LUMO energy is -1.61 eV. For the total energy, the calculation gives -13356.49164 eV. The value obtained for the energy above the lowest of the compared OMol25 structures with the same formula, charge and spin is 12.487 eV. The spin multiplicity is 1. The HOMO-LUMO gap comes out at 7.291 eV.

These are the Mulliken partial charges, in e, on atoms 1 to 5:
1. C -0.207
2. C -0.127
3. C 0.536
4. C 0.117
5. H 0.363

# 3
A 2-piece molecular cluster, C3H6NO2 overall, computed with ωB97M-V/def2-TZVPD.

XYZ file:
```
12
Properties=species:S:1:pos:R:3:forces:R:3
C 0.494 0.131 2.130 0.229 -0.447 -0.315
C 0.706 1.406 1.805 -0.386 -0.180 0.317
N -0.053 2.054 0.837 -0.037 0.108 0.239
H -0.222 -0.446 1.555 0.080 -0.002 -0.036
H 1.171 -0.426 2.761 -0.078 0.252 0.384
H 1.403 1.994 2.394 0.158 0.190 -0.310
H 0.354 2.878 0.429 0.096 -0.096 -0.033
H -0.421 1.389 0.158 0.015 0.016 -0.203
O 0.247 -1.932 -2.118 0.067 0.154 -0.104
C -0.654 -1.164 -1.747 -0.411 -0.512 0.066
O -0.683 -0.356 -0.793 0.099 0.449 0.115
H -1.639 -1.249 -2.303 0.168 0.065 -0.121
```
Positions in Å, forces in eV/Å.

For the HOMO energy, the calculation gives -4.144 eV. Its LUMO energy is 4.09 eV. For the total energy, the calculation gives -8794.24723 eV. The charge is -1. The value obtained for the energy above the lowest of the compared OMol25 structures with the same formula, charge and spin is 0.970 eV. The spin multiplicity is 1. The HOMO-LUMO gap comes out at 8.233 eV.

These are the Mulliken partial charges, in e, on atoms 1 to 5:
1. C -0.779
2. C 0.065
3. N -0.545
4. H 0.193
5. H 0.233

# 4
A 2-piece molecular cluster, C3H12N2O2 overall, computed with ωB97M-V/def2-TZVPD.

XYZ file:
```
19
Properties=species:S:1:pos:R:3:forces:R:3
C -0.544 1.099 1.630 1.068 -1.419 0.235
C -1.445 0.249 0.770 -1.745 1.523 -1.119
O -1.250 0.433 -0.658 0.565 -1.165 0.860
N 0.860 0.627 1.705 -0.871 -0.156 0.338
C 1.468 0.133 0.511 1.437 0.731 -1.139
N 1.323 -1.277 0.162 -1.892 -0.725 0.694
H -0.540 2.146 1.351 -0.335 0.112 -0.188
H -0.924 0.966 2.645 -0.112 0.497 0.085
H -2.460 0.637 0.897 -0.080 -0.077 0.353
H -1.508 -0.808 1.023 0.470 -0.080 0.147
H -0.675 -0.327 -0.837 0.152 0.255 -0.623
H 0.907 -0.007 2.483 0.532 -0.290 0.152
H 1.041 0.716 -0.305 0.108 0.227 0.037
H 2.533 0.394 0.522 0.034 -0.133 0.134
H 0.869 -1.819 0.883 0.091 0.018 0.023
H 1.987 -1.859 -0.316 0.601 0.655 -0.023
H -1.002 -0.710 -3.564 0.093 0.165 -0.140
H -0.110 0.132 -4.497 -0.026 0.128 0.116
O -0.532 -0.725 -4.406 -0.092 -0.264 0.058
```
Positions in Å, forces in eV/Å.

For the HOMO energy, the calculation gives -8.738 eV. Its LUMO energy is 0.83 eV. For the total energy, the calculation gives -10379.71520 eV. Its SMILES is NCNCCO.O. The value obtained for the energy above the lowest of the compared OMol25 structures with the same formula, charge and spin is 1.834 eV. The spin multiplicity is 1. The HOMO-LUMO gap comes out at 9.564 eV.

These are the Mulliken partial charges, in e, on atoms 1 to 5:
1. C -0.574
2. C -0.441
3. O -0.533
4. N -0.289
5. C -0.670

# 5
An isolated molecule of C5H3ClO2S3, computed with ωB97M-V/def2-TZVPD.

XYZ file:
```
14
Properties=species:S:1:pos:R:3:forces:R:3
C -1.904 1.252 -2.459 -0.812 2.125 0.003
C -3.064 2.793 0.471 -1.799 -0.671 1.137
C -1.343 3.702 -1.093 -0.805 -1.424 -0.021
C -0.714 0.834 -1.723 -0.086 1.232 -1.430
C -0.258 -0.505 0.128 1.277 -1.856 0.309
O 0.400 0.903 -2.173 0.313 -0.396 0.059
O -1.074 0.417 -0.541 -1.390 -1.043 1.099
S -0.202 4.627 -1.623 0.882 0.872 -0.449
S -2.534 2.774 -2.233 1.190 -1.509 -0.285
S -1.481 3.165 0.612 0.628 0.559 0.098
Cl -3.792 2.181 1.950 0.630 0.373 -0.700
H 0.448 0.070 0.701 0.805 0.000 0.033
H 0.274 -1.208 -0.627 -0.883 1.200 1.422
H -0.823 -1.082 0.913 0.051 0.538 -1.276
```
Positions in Å, forces in eV/Å.

For the HOMO energy, the calculation gives -9.047 eV. Its LUMO energy is -1.57 eV. For the total energy, the calculation gives -54350.49977 eV. The value obtained for the energy above the lowest of the compared OMol25 structures with the same formula, charge and spin is 4.989 eV. The spin multiplicity is 1. The HOMO-LUMO gap comes out at 7.481 eV.

These are the Mulliken partial charges, in e, on atoms 1 to 5:
1. C -0.416
2. C -0.065
3. C 0.229
4. C 0.886
5. C -0.647

# 6
A 17-piece molecular cluster, H35O17 overall, computed with ωB97M-V/def2-TZVPD.

XYZ file:
```
52
Properties=species:S:1:pos:R:3:forces:R:3
O -4.457 1.808 0.574 -0.773 -2.617 0.137
H -0.703 -2.055 1.262 -0.748 0.362 0.383
H -5.144 2.072 -0.051 0.021 0.220 0.005
O 0.061 -2.167 0.717 1.182 -0.884 -0.413
H 2.273 -0.217 2.232 -2.305 0.829 0.298
H -0.149 -2.836 -1.866 -1.748 0.190 -0.926
O -4.036 0.503 -3.213 -2.731 1.519 -1.816
H -3.973 0.949 -4.113 0.820 -1.200 2.108
H 1.994 4.637 -0.312 -1.383 -0.054 -0.176
O 0.760 -2.803 3.040 -0.732 -3.402 -1.821
H 0.891 -3.807 3.086 -0.578 1.975 -0.418
H -1.855 3.581 -1.778 -0.703 -0.902 0.339
O 1.113 4.468 0.122 3.123 0.462 2.458
H 3.656 1.268 -3.535 -2.262 -1.606 2.260
O 2.766 -1.963 1.267 0.872 2.241 -0.496
H 2.787 -2.901 1.291 0.436 -1.157 -0.327
H -2.793 -1.228 2.069 1.904 1.905 5.414
O 2.112 1.472 -0.363 -2.103 0.055 -0.700
H 1.420 0.165 0.968 1.089 2.307 -2.234
H 1.108 2.804 2.990 -1.505 -2.172 -1.477
O 3.003 0.668 -2.989 1.313 1.467 -1.131
H -4.732 0.834 0.754 0.943 2.353 -0.315
H 2.694 1.022 -2.116 1.182 0.584 -1.204
O 1.244 -0.055 1.859 -0.400 -5.272 -0.234
H -1.554 -2.960 -2.685 0.305 -0.717 -0.243
H 0.840 -1.004 1.506 1.243 0.962 2.512
O -3.262 -1.414 1.344 1.735 -2.298 -5.517
H 3.068 0.495 4.053 -0.130 -0.070 0.603
H -2.409 -1.900 0.885 -4.214 1.297 0.979
O 2.260 -1.501 -1.802 3.426 -0.525 -0.967
H -0.907 1.699 -2.827 0.975 1.431 -0.288
H -2.644 -2.670 -0.694 -0.619 -0.728 -0.356
O 0.721 1.922 2.607 -0.013 4.035 -0.444
H 1.798 -1.977 -1.184 -2.342 -0.688 1.576
H 0.352 2.086 1.660 1.030 0.264 2.732
O -0.118 1.417 -2.309 -2.106 -1.855 0.383
H -0.753 0.757 -1.907 1.676 0.135 0.291
H 1.220 1.456 -0.852 1.410 0.154 0.355
O -3.009 -3.399 -0.158 -1.789 -0.980 -1.227
H 2.125 2.405 -0.087 0.076 -0.184 0.092
H 3.384 -1.556 0.615 -0.443 -1.281 0.298
O -2.363 2.805 -2.092 -0.200 0.043 -0.096
H -3.287 0.128 -2.814 1.879 -0.427 -0.245
H 0.312 -1.406 0.215 -1.023 0.536 -1.369
O -1.000 -2.400 -2.148 1.259 0.649 1.073
H -3.991 -3.564 -0.414 2.705 0.828 0.610
H 1.149 -2.567 3.829 1.255 1.205 2.966
O 3.182 0.565 3.109 1.895 -0.897 -1.042
H 4.042 0.123 2.899 -0.664 0.638 0.544
H 1.470 4.657 1.079 -1.597 -0.433 -2.305
H 2.159 -0.732 -2.344 -1.039 0.670 -0.441
H -2.828 2.314 -1.380 0.397 1.031 -0.187
```
Positions in Å, forces in eV/Å.

For the HOMO energy, the calculation gives -13.314 eV. Its LUMO energy is -3.10 eV. For the total energy, the calculation gives -35364.24401 eV. The charge is +1. The value obtained for the energy above the lowest of the compared OMol25 structures with the same formula, charge and spin is 8.080 eV. The spin multiplicity is 1. The HOMO-LUMO gap comes out at 10.212 eV.

These are the Mulliken partial charges, in e, on atoms 1 to 5:
1. O -0.665
2. H -0.038
3. H 0.329
4. O -0.476
5. H 0.480

# 7
An isolated molecule of C5H6ClNO3S, computed with ωB97M-V/def2-TZVPD.

XYZ file:
```
17
Properties=species:S:1:pos:R:3:forces:R:3
C -0.985 0.042 -1.412 1.628 -1.147 -0.790
C -1.932 0.178 -0.455 -2.606 1.367 4.872
C 0.363 -0.296 -1.182 -0.743 0.777 -1.562
C -1.575 0.419 0.881 -1.511 -0.752 -4.345
C -2.457 0.552 1.930 -2.298 0.483 0.749
N 0.900 -0.593 -0.029 2.749 -0.766 1.089
O 1.163 -0.155 -2.141 1.110 -0.159 -1.373
O 3.182 -0.812 0.944 -0.434 1.054 -0.752
O 2.860 1.052 -0.677 0.736 -0.658 -0.202
S 2.520 -0.334 -0.539 -2.165 1.054 3.356
Cl 3.511 -1.615 -1.711 0.099 -0.043 0.600
H -1.318 0.028 -2.384 -0.180 0.258 -2.299
H -2.992 0.252 -0.761 0.651 -0.202 0.349
H -0.560 0.365 1.108 1.495 0.140 0.389
H -2.018 0.391 2.848 0.499 -0.216 2.171
H 2.884 -0.152 1.660 0.392 -1.193 -1.826
H -3.546 0.676 1.919 0.580 0.003 -0.426
```
Positions in Å, forces in eV/Å.

For the HOMO energy (alpha / beta), the calculation gives -6.601 / -10.073 eV. Its LUMO energy (alpha / beta) is -0.72 / -2.79 eV. For the total energy, the calculation gives -36265.63537 eV. As for the expectation value of S²: 2.008. The spin multiplicity is 3. The HOMO-LUMO gap (alpha / beta) comes out at 5.884 / 7.286 eV.

These are the Mulliken partial charges, in e, on atoms 1 to 5:
1. C -0.605
2. C -0.280
3. C 1.013
4. C 0.141
5. C -1.118